(1)
# C5H7NO

A 2-piece molecular cluster, C5H7NO overall at a distorted geometry (ωB97M-V/def2-TZVPD, the OMol25 dataset).

## Properties
Energy above the lowest of the compared OMol25 structures with the same formula, charge and spin = 21.9 kcal per mole
Structure (SMILES) = c1ccncc1.O
Gap between HOMO and LUMO = 10.3 eV
E_HOMO = -9.641 eV
Total charge = 0
Calculated total energy = -8835.2529 eV

Geometry (Å):
O 6.956 2.953 -1.753
H 6.216 2.662 -2.333
H 7.596 3.384 -2.364
N 1.948 -1.340 0.181
C 2.521 -0.489 -0.694
C 0.660 -1.179 0.406
C 1.997 0.722 -1.132
C 0.000 0.000 0.000
C 0.640 1.033 -0.778
H 3.599 -0.648 -0.833
H 0.046 -1.904 0.957
H 2.664 1.269 -1.812
H -1.083 0.076 0.166
H 0.113 1.907 -1.186

Cartesian forces (eV/Å) of the 6 atoms listed first:
-0.119 0.140 -1.224
0.836 0.335 0.591
-0.714 -0.474 0.629
0.157 -0.678 -1.139
0.931 0.514 1.802
-0.847 1.886 -0.102

***

(2)
# C4H8IN2

C4H8IN2 as an isolated structure at a distorted geometry (ωB97M-V/def2-TZVPD, the OMol25 dataset).

## Properties
Energy above the lowest of the compared OMol25 structures with the same formula, charge and spin = 57.1 kcal per mole
Gap between HOMO and LUMO = 7.5 eV
E_HOMO = -13.283 eV
Total charge = +1
Calculated total energy = -15349.6291 eV

Geometry (Å):
C 0.509 0.519 -0.970
C 1.095 1.710 -0.353
C -1.459 -0.773 -0.168
C -0.896 -2.024 0.359
N -0.716 0.196 -0.543
N 0.606 2.183 0.738
I 2.738 -0.476 0.243
H 0.525 0.351 -2.039
H 1.828 2.147 -0.988
H -2.630 -0.748 -0.408
H 0.147 -2.257 0.450
H -1.209 -2.979 -0.194
H -1.307 -2.306 1.364
H -0.186 1.628 1.095
H 0.955 2.827 1.415

Cartesian forces (eV/Å) of the 6 atoms listed first:
-1.649 0.147 1.222
0.912 -1.249 -0.832
-0.613 0.025 -1.489
-1.207 -3.536 0.936
-0.808 -0.732 0.091
-1.899 -1.039 0.684

***

(3)
# C15H28CsF2IN4Na2O11P4S2

C15H28CsF2IN4Na2O11P4S2 as an isolated structure at a distorted geometry (ωB97M-V/def2-TZVPD, the OMol25 dataset).

## Properties
Gap between HOMO and LUMO = 1.4 eV
E_HOMO = -4.945 eV
Total charge = 0
Calculated total energy = -126223.5611 eV

Geometry (Å):
N -1.301 -0.122 7.304
P -0.611 -1.051 6.259
O 0.133 -2.251 6.938
O -1.731 -1.754 5.371
C 0.613 -0.085 5.236
C 0.365 0.699 4.150
I -1.717 0.969 3.564
C 1.442 1.400 3.339
P 1.112 2.486 1.777
O 1.229 3.931 1.992
C 2.742 1.248 3.728
P 4.200 1.938 2.861
O 3.794 3.291 2.194
O 5.378 2.224 3.817
S 4.645 0.586 1.522
C 3.010 0.455 4.892
N 4.201 0.208 5.410
S 4.054 -0.739 6.701
N 2.441 -0.870 6.666
C 1.991 -0.182 5.634
H -0.981 0.836 7.245
H 0.818 -2.641 6.374
H -1.366 -2.432 4.735
H 1.985 1.948 0.763
H -0.202 2.258 1.257
H 4.204 3.347 1.312
H 5.161 2.276 4.757
Cs -0.157 -0.076 1.503
F 3.119 -2.642 8.270
O -0.889 -4.263 4.140
P -2.020 -5.172 4.603
O -3.365 -4.506 4.324
O -1.848 -5.507 6.082
O -2.055 -6.523 3.900
Na 4.401 -4.068 8.198
C -0.650 -0.644 -6.143
C -1.701 -0.319 -5.051
C -3.113 -0.470 -5.630
C -3.482 0.649 -6.601
C -3.275 2.006 -5.932
C -1.860 2.175 -5.369
N -1.476 1.038 -4.492
O -2.166 1.140 -3.340
C -0.871 2.346 -6.537
C -1.770 3.480 -4.590
C -1.491 -1.367 -3.964
H -1.032 -0.531 -7.156
H 0.237 -0.023 -6.030
H -0.315 -1.680 -6.060
H -3.838 -0.469 -4.812
H -3.201 -1.443 -6.123
H -2.893 0.578 -7.520
H -4.526 0.541 -6.906
H -3.480 2.810 -6.644
H -4.004 2.114 -5.124
H 0.153 2.413 -6.166
H -1.095 3.274 -7.066
H -0.918 1.558 -7.283
H -2.492 3.518 -3.778
H -1.972 4.318 -5.260
H -0.771 3.613 -4.172
H -0.485 -1.278 -3.535
H -1.593 -2.364 -4.399
H -2.221 -1.276 -3.163
Na -3.658 -0.060 6.540
O 2.513 -3.592 -1.545
H 2.211 -3.797 -2.472
H 3.025 -2.738 -1.515
H 3.033 -4.339 -1.157
F 6.382 3.602 2.176

Cartesian forces (eV/Å) of the 6 atoms listed first:
-0.926 0.295 -0.591
-0.235 0.082 0.639
0.075 0.356 -0.534
0.671 0.633 -0.697
-0.439 -0.560 -0.103
0.626 0.858 -0.204